{"formula": "C55H49AuN6P2", "method": "ωB97M-V/def2-TZVPD", "charge": 2, "e_homo_ev": [-11.71, -11.83], "multiplicity": 3, "gap_ev": [7.327, 3.565], "e_tot_ha": -3271.66277, "species": ["Au", "C", "N", "C", "C", "C", "C", "C", "N", "C", "C", "C", "C", "C", "C", "H", "H", "H", "H", "H", "H", "H", "H", "H", "H", "H", "C", "N", "C", "P", "C", "C", "C", "C", "C", "C", "C", "C", "C", "C", "C", "C", "C", "C", "C", "C", "C", "C", "P", "C", "C", "C", "C", "C", "C", "C", "C", "C", "C", "C", "C", "H", "H", "H", "H", "H", "H", "H", "H", "H", "H", "H", "H", "H", "H", "H", "H", "H", "H", "H", "H", "H", "H", "H", "H", "H", "H", "H", "H", "H", "C", "C", "N", "C", "C", "C", "C", "C", "C", "C", "C", "N", "C", "N", "H", "H", "H", "H", "H", "H", "H", "H", "H"], "xyz": [[-0.2653, 0.5083, 0.0578], [-2.4382, 1.2028, 2.5406], [-1.3326, 1.6244, 1.6724], [-1.0370, 2.8848, 1.6361], [-0.2621, 3.4404, 0.5989], [0.1338, 4.7610, 0.3511], [0.6978, 4.7693, -0.9188], [0.6207, 3.4535, -1.3996], [0.0452, 2.6527, -0.4940], [-2.1813, 0.1536, 3.6033], [-2.1353, 0.5173, 4.9442], [-2.0723, -0.4527, 5.9383], [-2.0637, -1.7988, 5.6034], [-2.0886, -2.1729, 4.2669], [-2.1417, -1.2001, 3.2795], [-3.2283, 0.8154, 1.8915], [-2.8326, 2.0936, 3.0342], [-1.4602, 3.5617, 2.3806], [0.0051, 5.5978, 1.0244], [1.1100, 5.6102, -1.4568], [0.9307, 3.0928, -2.3715], [-2.1739, 1.5656, 5.2189], [-2.0579, -0.1553, 6.9799], [-2.0442, -2.5513, 6.3817], [-2.0881, -3.2213, 3.9893], [-2.2023, -1.4935, 2.2417], [2.6578, -1.2279, 0.8931], [2.9038, -1.9276, -0.3651], [1.8770, -1.9891, -1.3883], [1.0116, -0.3889, -1.7773], [0.0090, -0.8773, -3.1920], [-0.3566, -2.1918, -3.4776], [-1.2183, -2.4574, -4.5330], [-1.7244, -1.4189, -5.3007], [-1.3528, -0.1083, -5.0273], [-0.4952, 0.1627, -3.9762], [2.3767, 0.6140, -2.3995], [2.7305, 0.6461, -3.7479], [3.8101, 1.4159, -4.1551], [4.5437, 2.1418, -3.2260], [4.1985, 2.1067, -1.8809], [3.1115, 1.3532, -1.4700], [4.0559, -2.6323, -0.5098], [4.1701, -3.6867, -1.4583], [5.3474, -4.3786, -1.5749], [6.4442, -4.0552, -0.7664], [6.3463, -3.0177, 0.1684], [5.1796, -2.3128, 0.3020], [0.8953, -1.1084, 1.5261], [1.3521, -0.3392, 3.1002], [1.3353, -0.9494, 4.3495], [1.6982, -0.2237, 5.4744], [2.0910, 1.1016, 5.3625], [2.1131, 1.7159, 4.1161], [1.7314, 1.0040, 2.9927], [0.4582, -2.8607, 1.6715], [1.1331, -3.7678, 2.4880], [0.7671, -5.1069, 2.4814], [-0.2561, -5.5529, 1.6548], [-0.9305, -4.6552, 0.8369], [-0.5788, -3.3132, 0.8513], [3.0157, -0.1986, 0.8364], [3.2112, -1.7236, 1.6828], [1.1117, -2.7169, -1.1141], [2.3299, -2.2815, -2.3284], [0.0199, -3.0249, -2.8954], [-1.4866, -3.4810, -4.7615], [-2.4073, -1.6319, -6.1131], [-1.7347, 0.7038, -5.6330], [-0.2001, 1.1863, -3.7662], [2.1657, 0.0793, -4.4776], [4.0809, 1.4469, -5.2029], [5.3797, 2.7466, -3.5531], [4.7589, 2.6876, -1.1594], [2.7967, 1.3796, -0.4331], [3.3264, -3.9946, -2.0578], [5.4172, -5.1878, -2.2900], [7.3693, -4.6090, -0.8644], [7.1971, -2.7593, 0.7851], [5.1417, -1.4822, 0.9929], [1.0181, -1.9754, 4.4651], [1.6675, -0.6981, 6.4470], [2.3695, 1.6606, 6.2460], [2.4163, 2.7507, 4.0237], [1.6972, 1.5052, 2.0278], [1.9506, -3.4461, 3.1219], [1.2822, -5.8044, 3.1302], [-0.5275, -6.6004, 1.6506], [-1.7353, -4.9963, 0.1975], [-1.1218, -2.6016, 0.2349], [-4.5809, -1.0255, -1.1105], [-3.3168, -0.8981, -0.5747], [-2.4777, 0.0880, -0.9323], [-2.9070, 0.9867, -1.8105], [-4.1691, 0.9591, -2.3912], [-5.0082, -0.0871, -2.0435], [-4.5897, 1.9812, -3.3765], [-4.6288, 3.3117, -3.2547], [-4.3537, 4.1614, -2.0732], [-4.4975, 5.5407, -2.1817], [-4.2451, 6.3026, -1.0517], [-3.8883, 5.7575, 0.1068], [-3.7934, 4.4328, 0.1153], [-4.0012, 3.6135, -0.9066], [-5.2231, -1.8389, -0.7978], [-2.9538, -1.6122, 0.1503], [-2.2172, 1.7882, -2.0481], [-5.9992, -0.1575, -2.4779], [-4.9277, 1.5640, -4.3215], [-4.9553, 3.8724, -4.1239], [-4.7956, 6.0021, -3.1142], [-4.3331, 7.3837, -1.0688], [-3.5212, 3.9674, 1.0584]], "mulliken_spin": [0.39, 0.01, 0.12, 0.02, -0.01, 0.00, 0.01, -0.01, 0.08, -0.01, 0.00, 0.00, 0.00, 0.00, 0.00, 0.00, 0.01, 0.01, 0.00, 0.00, 0.00, 0.00, 0.00, 0.00, 0.00, 0.00, 0.02, 0.43, -0.03, 0.13, 0.03, 0.02, -0.01, 0.01, -0.01, 0.03, 0.00, 0.00, 0.00, 0.00, 0.00, 0.02, 0.09, 0.16, -0.04, 0.22, -0.04, 0.16, 0.06, 0.02, 0.01, 0.00, 0.01, 0.00, 0.00, 0.03, 0.00, 0.00, 0.00, 0.00, 0.01, 0.00, 0.00, 0.02, 0.01, 0.00, 0.00, 0.00, 0.00, 0.00, 0.00, 0.00, 0.00, 0.00, 0.00, 0.00, 0.00, 0.00, 0.00, 0.00, 0.00, 0.00, 0.00, 0.00, 0.00, 0.00, 0.00, 0.00, 0.00, 0.00, 0.00, 0.00, 0.02, -0.01, 0.00, 0.00, 0.00, 0.00, 0.00, 0.00, 0.00, 0.00, 0.00, 0.00, 0.00, 0.00, 0.00, 0.00, 0.00, 0.00, 0.00, 0.00, 0.00]}

---

{"formula": "C55H50FN6O5RuS", "method": "ωB97M-V/def2-TZVPD", "charge": 0, "e_homo_ev": [-7.53, -7.50], "multiplicity": 2, "gap_ev": [5.866, 5.851], "e_tot_ha": -3423.54111, "species": ["Ru", "C", "C", "C", "O", "C", "C", "O", "C", "O", "C", "C", "C", "C", "C", "C", "C", "C", "C", "C", "C", "C", "C", "O", "C", "C", "C", "C", "C", "C", "C", "C", "C", "C", "C", "C", "H", "H", "H", "H", "H", "H", "H", "H", "H", "H", "H", "H", "H", "H", "H", "H", "H", "H", "H", "H", "H", "H", "H", "H", "H", "H", "H", "H", "C", "O", "C", "C", "C", "C", "C", "C", "C", "N", "C", "C", "N", "C", "C", "C", "C", "N", "C", "C", "N", "C", "C", "C", "C", "H", "H", "H", "H", "H", "H", "H", "H", "H", "H", "H", "H", "H", "H", "F", "S", "C", "N", "C", "C", "C", "N", "H", "H", "H", "H", "H", "H", "H", "H"], "xyz": [[0.1105, 0.1503, -0.1368], [-2.5370, -3.9444, 4.5570], [-3.2372, -2.8119, 3.7946], [-4.6761, -2.6214, 4.2831], [-3.2575, -3.0659, 2.4083], [-2.2271, -2.3191, 1.7995], [-2.0596, -1.1124, 2.7433], [-2.5141, -1.6056, 3.9835], [-0.6117, -0.5244, 2.9033], [-0.3132, 0.2791, 1.8321], [-0.5118, 0.3986, 4.1334], [0.7689, 0.8418, 4.4534], [0.9849, 1.6956, 5.5159], [-0.0831, 2.1306, 6.2814], [-1.3615, 1.7224, 5.9509], [-1.5822, 0.8694, 4.8797], [0.3547, -1.6935, 3.1155], [0.5555, -2.2453, 4.3231], [1.4859, -3.3374, 4.5085], [2.2173, -3.8391, 3.5069], [2.0898, -3.3520, 2.1109], [1.0935, -2.1918, 1.9274], [-2.5371, -1.9699, 0.3023], [-1.3752, -1.5910, -0.2942], [-3.0336, -3.2148, -0.4572], [-2.6713, -4.5080, -0.1060], [-3.1029, -5.5854, -0.8619], [-3.8891, -5.3898, -1.9830], [-4.2176, -4.1006, -2.3627], [-3.7882, -3.0235, -1.6104], [-3.6537, -0.9246, 0.2533], [-3.5228, 0.1937, -0.5552], [-4.5026, 1.1725, -0.5643], [-5.6256, 1.0388, 0.2330], [-5.7986, -0.1162, 0.9765], [-4.8326, -1.1046, 0.9663], [-3.0889, -4.8710, 4.4274], [-2.4872, -3.6867, 5.6106], [-1.5245, -4.0740, 4.1825], [-5.2723, -3.4858, 4.0066], [-5.0943, -1.7329, 3.8182], [-4.6844, -2.4875, 5.3600], [-1.3088, -2.9190, 1.8067], [-2.6985, -0.2803, 2.4015], [1.6068, 0.4936, 3.8678], [1.9885, 2.0168, 5.7480], [0.0848, 2.7710, 7.1338], [-2.2011, 2.0724, 6.5331], [-2.5866, 0.5466, 4.6636], [0.0188, -1.8790, 5.1874], [1.5768, -3.7377, 5.5089], [2.9071, -4.6550, 3.6673], [1.9192, -4.1986, 1.4385], [0.4110, -2.3407, 1.0817], [-2.0697, -4.6938, 0.7696], [-2.8204, -6.5881, -0.5738], [-4.2419, -6.2346, -2.5571], [-4.8131, -3.9328, -3.2486], [-4.0527, -2.0229, -1.9177], [-2.6470, 0.2724, -1.1824], [-4.3923, 2.0337, -1.2093], [-6.3750, 1.8173, 0.2559], [-6.6950, -0.2521, 1.5637], [-4.9877, -2.0191, 1.5118], [9.3770, -6.5713, -7.6160], [9.1726, -6.6185, -6.2247], [8.1859, -5.8509, -5.6938], [8.0750, -5.8593, -4.2987], [7.0991, -5.1229, -3.6723], [6.1955, -4.3498, -4.4113], [6.3243, -4.3355, -5.7984], [7.3035, -5.0725, -6.4358], [5.1741, -3.5997, -3.7199], [5.0316, -3.5643, -2.4122], [3.9807, -2.7486, -2.1633], [3.4452, -2.2722, -3.3713], [4.2236, -2.8334, -4.3470], [2.3178, -1.4229, -3.4412], [1.6385, -1.0035, -4.5841], [0.5408, -0.1732, -4.4532], [0.1349, 0.2371, -3.1795], [0.7435, -0.1510, -2.0752], [1.8195, -0.9814, -2.1721], [2.3950, -1.3892, -0.9477], [1.9172, -0.7898, 0.1448], [2.2430, -1.2734, 1.4308], [3.2560, -2.4408, 1.5699], [3.8917, -2.8556, 0.3070], [3.4478, -2.3727, -0.8928], [10.2490, -7.1920, -7.8123], [9.5773, -5.5501, -7.9541], [8.5190, -6.9707, -8.1663], [8.7754, -6.4546, -3.7338], [7.0114, -5.1193, -2.5984], [5.6611, -3.7404, -6.4080], [7.3662, -5.0317, -7.5123], [4.1299, -2.6811, -5.3348], [1.9694, -1.3283, -5.5597], [-0.0068, 0.1619, -5.3205], [-0.7025, 0.9129, -3.0661], [2.4583, -0.4263, 2.0911], [4.0045, -2.2575, 2.3438], [4.7020, -3.5677, 0.3195], [-1.0085, 1.7315, -0.8471], [2.0590, 2.3795, 0.2879], [0.6704, 3.3442, 0.2949], [0.5218, 4.2758, -0.6543], [-0.7484, 4.9270, -0.8969], [-1.4091, 5.2023, 0.4479], [-1.5025, 3.8952, 1.2296], [-0.1930, 3.2729, 1.3074], [1.1812, 4.2256, -1.4163], [-1.3961, 4.2832, -1.5038], [-0.5629, 5.8550, -1.4428], [-2.4046, 5.6172, 0.2922], [-0.8083, 5.9263, 0.9993], [-2.1991, 3.2111, 0.7318], [-1.8492, 4.0759, 2.2492], [-0.1206, 2.4343, 1.8829]], "mulliken_spin": [0.93, 0.00, 0.00, 0.00, 0.00, -0.01, 0.01, 0.00, 0.03, 0.02, 0.01, 0.00, 0.00, 0.00, 0.00, 0.00, -0.01, 0.00, 0.00, 0.00, 0.00, -0.01, 0.00, -0.02, 0.00, 0.00, 0.00, 0.00, 0.00, 0.00, 0.01, -0.01, 0.01, 0.00, 0.00, 0.00, 0.00, 0.00, 0.00, 0.00, 0.00, 0.00, 0.00, 0.01, 0.00, 0.00, 0.00, 0.00, 0.00, 0.00, 0.00, 0.00, 0.00, -0.02, 0.00, 0.00, 0.00, 0.00, 0.00, 0.00, 0.00, 0.00, 0.00, 0.00, 0.00, 0.00, 0.00, 0.00, 0.00, 0.00, 0.00, 0.00, 0.01, 0.00, -0.01, 0.00, 0.00, 0.00, -0.01, 0.00, 0.00, 0.02, 0.01, -0.04, 0.06, 0.00, -0.01, 0.00, 0.01, 0.00, 0.00, 0.00, 0.00, 0.00, 0.00, 0.00, 0.00, 0.00, 0.00, 0.00, 0.00, 0.00, 0.00, 0.04, -0.02, 0.00, 0.00, 0.00, 0.00, 0.00, 0.00, 0.00, 0.00, 0.00, 0.00, 0.00, 0.00, 0.00, 0.00]}